Entry 1:
15
Properties=species:S:1:pos:R:3:forces:R:3 method="wB97M-V/def2-TZVPD" de_lowest_kcal_mol=3.2 largest_force_ev_per_a=0.5 smiles=ClCCl.ClCCl.ClCCl homo_energy_ev=-10.9 total_charge=0 orbital_gap_ev=11.5
Cl 21.64477 -34.73002 -0.42832 0.1554 -0.0325 0.0146
H 15.65331 -30.59278 0.58815 0.0732 -0.0568 -0.1021
H 19.90825 -34.83720 -1.99979 0.0311 0.0837 -0.0294
Cl 14.87651 -29.47469 -1.81973 -0.0321 -0.1073 0.0069
Cl 17.54093 -31.99509 0.36236 -0.0537 0.0714 -0.0962
H 14.99624 -27.14172 -1.88292 -0.1087 0.0141 -0.1352
Cl 18.84066 -35.45135 -0.02612 -0.1843 -0.1391 0.1588
Cl 14.93010 -32.59736 1.54056 -0.1227 -0.1183 0.1103
H 16.54984 -27.89123 -2.27688 0.0058 -0.1060 -0.0659
C 15.47953 -27.93307 -2.44469 0.2063 0.1081 0.4816
C 19.97908 -34.50796 -0.97065 0.0842 0.0592 -0.0881
C 16.11852 -31.35242 1.20461 0.2509 0.2627 -0.0047
H 19.74317 -33.45676 -0.86052 -0.0791 -0.0043 -0.0581
Cl 15.16374 -27.74023 -4.15178 -0.0803 0.0843 -0.3032
H 16.48408 -30.91544 2.12642 -0.1459 -0.1190 0.1107

Entry 2:
9
Properties=species:S:1:pos:R:3:forces:R:3 method="wB97M-V/def2-TZVPD" largest_force_ev_per_a=2.9 homo_energy_ev="-14.8 / -14.8" total_charge=+1 orbital_gap_ev="8.5 / 6.9" multiplicity=2
F -0.91376 -1.13860 0.61491 0.2954 0.4577 -0.2763
S -0.13624 1.22100 -0.41923 0.3649 -0.5793 0.2018
C -1.44364 0.02060 0.21406 -0.6887 -0.5434 0.3519
O 0.86375 1.17902 0.75977 0.9054 -0.6082 -0.6069
Yb 2.56614 -0.05220 -0.28170 -2.8004 0.5232 -0.2201
O 0.57548 0.32959 -1.46254 1.1738 -0.0408 0.6187
F -2.32443 -0.21593 -0.74908 0.3706 0.1599 -0.0648
F -2.07040 0.57743 1.24269 0.3130 0.1689 -0.1402
H 2.88311 -1.92089 0.08113 0.0660 0.4620 0.1359

Entry 3:
16
Properties=species:S:1:pos:R:3:forces:R:3 method="wB97M-V/def2-TZVPD" de_lowest_kcal_mol=30.3 largest_force_ev_per_a=1.4 smiles="ClC1CC1.S=CNS" homo_energy_ev=-8.8 total_charge=0 orbital_gap_ev=9.1
N 2.10472 -0.00821 0.31155 0.0583 0.0825 -0.2337
H -1.94332 1.47789 1.62088 0.0405 -0.0924 -0.1396
H 0.11865 -0.64148 -0.70026 -0.0002 -0.0316 -0.0027
H -4.26790 0.84294 0.87474 0.1185 -0.0650 -0.1324
H 2.17650 -0.29184 1.28169 0.0078 0.0135 -0.1353
H -1.28309 0.00420 0.76052 -0.7804 0.1953 0.3125
S 4.71117 -0.43816 0.15315 -0.2516 0.0878 -0.0953
C 3.24835 0.01448 -0.41066 0.1525 -0.0830 0.0602
H 3.09090 0.36984 -1.43184 0.0175 -0.0447 0.1250
S 0.59723 0.53726 -0.26063 1.3405 0.0544 -0.1763
C -3.41839 0.40784 0.36036 -0.1696 0.1765 0.1613
Cl -3.75072 -1.25295 -0.12641 0.0915 0.0528 -0.0048
C -2.58219 1.27473 -0.52206 0.0228 0.0980 -0.1839
H -2.18411 0.82567 -1.42708 -0.1176 0.0375 0.0795
C -2.03882 0.78052 0.79360 -0.6085 -0.2920 0.3438
H -2.86649 2.31936 -0.61816 0.0780 -0.1897 0.0217

Entry 4:
12
Properties=species:S:1:pos:R:3:forces:R:3 method="wB97M-V/def2-TZVPD" de_lowest_kcal_mol=98.4 largest_force_ev_per_a=6.4 smiles="N/N=C1/SN=CNS1" homo_energy_ev=-7.9 total_charge=0 orbital_gap_ev=7.8
H -1.28345 0.09805 2.16697 4.5957 -0.2930 -2.5711
N -0.29677 0.48855 -1.88042 1.3255 -3.8616 3.7424
H 1.30590 0.48061 3.05234 -1.5777 0.5883 -1.2268
N -1.15301 -0.41844 -2.48542 -0.4642 -2.0597 2.0372
C 0.29262 -0.05964 -0.74596 0.2618 2.8013 -4.3298
H -1.86013 -0.11247 -3.11693 -0.1290 1.0692 -0.1570
N -0.23710 -0.00505 1.51755 -4.8058 0.9706 4.1605
S 1.93758 0.70837 -0.42316 -1.8050 -0.7638 -0.1968
S -0.10805 -1.33218 0.53604 -0.1309 0.6197 -2.2832
N 2.03295 0.75734 1.23504 -3.1157 -0.0089 1.1834
H -1.55801 -1.16854 -1.82211 0.9338 1.5294 -1.3291
C 0.92748 0.56339 1.96606 4.9115 -0.5914 0.9704

Entry 5:
54
Properties=species:S:1:pos:R:3:forces:R:3 method="wB97M-V/def2-TZVPD" de_lowest_kcal_mol=3.1 largest_force_ev_per_a=0.7 homo_energy_ev="-13.8 / -13.8" total_charge=+2 orbital_gap_ev="7.6 / 7.6" multiplicity=2
H -3.42057 3.52428 -3.97462 0.0141 -0.0183 0.0102
H 4.75185 -0.90012 -2.25734 -0.0188 0.0118 0.0276
H -0.60280 -4.67408 -0.07261 -0.0201 0.0019 -0.0226
C -2.64597 -2.15861 0.01215 0.0297 -0.0186 0.1879
H 2.47397 -2.76899 -0.44523 -0.0068 -0.0243 0.0430
C -2.93747 1.46190 -3.61366 -0.0301 0.0065 -0.0453
H 2.91329 1.48920 3.42941 -0.0348 -0.0042 0.0335
H -5.97771 -1.27904 -1.74608 0.0331 -0.0109 0.0108
C -3.24947 -0.91413 0.21562 0.0008 -0.0004 -0.0049
H 3.82866 -0.29398 -0.85530 0.0244 0.0394 0.0342
H 1.70741 -2.39149 -4.45163 0.0390 0.0107 -0.0433
H -1.49250 -1.00485 2.80099 -0.0155 0.0204 -0.0141
C 1.47719 1.57646 1.98153 0.3257 0.2346 -0.1042
N 0.61280 2.40823 1.45192 -0.1324 -0.1332 -0.0616
H -2.82271 -0.20072 0.91758 0.0072 0.0350 0.0514
H -1.79914 -4.74226 1.24383 -0.0061 -0.0542 0.0219
H -0.77731 3.80054 0.05054 -0.0189 0.0238 -0.0362
H -2.80607 -4.05319 -1.01354 -0.0109 0.0018 0.0224
H -4.91566 -3.47869 -2.13060 0.0110 0.0280 0.0279
S 1.89226 -0.04695 1.43066 -0.3733 0.0031 -0.1712
H 2.51568 -0.82600 -4.69954 0.0059 -0.0328 -0.0247
H 1.66673 -3.59155 -1.81414 0.0086 -0.0373 0.0370
Yb -0.00581 -0.27132 -0.36832 -0.2212 0.2182 -0.2635
H -2.41525 -2.52203 2.90529 0.0033 -0.0135 0.0545
C -0.76830 2.76326 -0.26927 -0.1724 0.0882 -0.1233
H 2.01676 2.97714 3.34480 -0.0093 0.0086 -0.0008
C -0.87057 -4.28312 0.90690 0.0782 0.0836 -0.0916
C -2.18981 3.26555 -2.23304 -0.1719 0.0923 -0.0660
N -1.56434 1.02104 -1.71491 0.2906 -0.1987 0.1981
P 2.43832 -1.42736 -2.41138 -0.2119 0.1786 -0.0664
N -0.06588 1.91028 0.37874 0.1539 0.1987 0.2979
H 3.73412 0.54840 -2.41958 0.0447 0.0154 0.0099
C 2.51089 -2.96808 -1.51741 0.0393 -0.1078 -0.0048
C -1.54251 2.33846 -1.44010 0.1558 0.1255 0.1032
C 3.82257 -0.42549 -1.93673 0.0784 0.1096 -0.0070
O 1.09434 -0.70997 -2.09132 0.5531 -0.4389 0.0360
H -4.91393 0.36433 -0.23434 0.0193 -0.0272 0.0053
H 3.48427 -2.28288 -4.37193 -0.0359 0.0169 0.0036
C -4.44127 -2.75513 -1.47941 0.0360 0.0275 0.0057
C -2.25232 0.60005 -2.77703 0.0039 -0.0905 0.0116
P -1.07943 -2.47991 0.88991 -0.3154 -0.2674 0.2478
H -2.26395 -0.46950 -2.95476 0.0088 -0.0061 -0.0045
C -1.45843 -2.07979 2.62988 0.0037 -0.0501 -0.0561
C -5.03735 -1.51603 -1.26444 -0.0045 -0.0386 -0.0158
C -4.44146 -0.59291 -0.41698 -0.0277 -0.0087 -0.0358
H -3.48377 1.07103 -4.46032 0.0059 0.0097 0.0112
H -0.07372 -4.53108 1.60681 0.0187 -0.0064 0.0034
C -3.24872 -3.07939 -0.84587 -0.0204 0.0818 -0.1386
N 2.17880 2.03765 3.01911 -0.0038 -0.1465 0.0499
C 2.54876 -1.76683 -4.14865 -0.1070 -0.0089 -0.1374
H -0.66687 -2.48676 3.25923 0.0217 0.0146 -0.0055
H 3.43799 -3.50000 -1.73984 -0.0274 0.0230 0.0053
C -2.90100 2.81888 -3.33902 -0.0025 0.0595 0.0108
H -2.13915 4.31723 -1.98339 -0.0158 -0.0249 -0.0170

Entry 6:
156
Properties=species:S:1:pos:R:3:forces:R:3 method="wB97M-V/def2-TZVPD" de_lowest_kcal_mol=13.3 largest_force_ev_per_a=3.8 homo_energy_ev=-8.7 total_charge=0 orbital_gap_ev=8.9
H -4.16941 -2.85090 0.55214 -0.0655 -0.1019 0.4575
H -0.71607 2.44714 1.09176 -0.6752 0.1970 -0.0275
O 1.74641 -0.36810 6.28747 0.4573 1.0686 -0.4435
N 3.34508 3.68795 -2.67385 0.0938 0.0041 -0.0405
C 6.47951 1.88262 0.07424 -0.7706 -1.9831 -1.2082
H -1.87092 6.29759 1.83611 0.2048 0.1317 -0.3375
H 0.38695 -7.05826 2.51924 0.7006 0.2262 -0.8255
C -4.55073 3.13375 0.70424 1.4176 1.7645 0.7695
H -1.91875 2.69306 -0.90415 -0.1611 0.1970 -0.1701
C -4.30184 -2.69185 -1.56212 0.1103 -0.9598 0.2276
H -3.42198 -4.24067 -0.27176 -0.2926 0.0154 0.1029
H -4.42981 -2.79131 -3.66383 0.5911 -0.6880 -0.1112
O 3.98903 0.82770 -2.40050 0.6290 0.3339 -0.3812
O 1.30701 -4.36579 -0.28233 0.5857 -0.3516 0.5073
N -1.99154 4.09224 5.27725 -1.1196 -1.5612 -0.4588
H -0.97943 0.57075 3.10594 -0.2441 0.0063 -0.4873
H -3.60984 -1.85112 7.25068 0.0570 0.0166 0.7105
H 1.10329 0.52897 -9.63542 0.6887 0.1256 -0.0492
C 2.69277 2.07372 3.21924 0.7346 -0.3425 0.1025
N -0.97169 6.24323 1.36208 -0.0897 0.8788 0.0673
C -0.18916 5.29189 1.97254 -1.3415 -1.8023 0.0800
H 1.69447 -0.46386 -0.80456 -0.7022 -0.6139 1.1821
H -2.98987 -4.39425 -4.87632 0.1680 -0.4011 -0.0923
N 4.13443 -1.17611 -1.38166 -0.3612 -0.2497 0.1380
N -5.61678 -2.06972 -1.56393 -0.0853 1.0256 -1.1309
H 1.71663 4.55811 1.97764 0.2193 -0.6449 -0.0927
H 2.61051 1.82126 1.04034 0.2026 0.1172 0.0455
C -2.85194 -3.04628 5.74357 0.1865 -2.4437 -0.8097
C -4.26836 -3.55027 -0.27073 -0.1925 0.2359 -1.1060
C 1.68350 1.59701 -7.91344 -0.7579 0.1893 -1.0294
O -3.03496 -4.25800 -2.85803 -1.0194 1.2097 0.4143
N -0.33955 -5.64297 4.39539 -0.0261 -0.3162 0.1995
O 4.05019 -3.16167 3.81370 0.6479 1.3635 2.4543
H 0.40868 -6.21152 4.71330 0.3959 -0.5287 0.2050
H 3.42872 1.88754 3.99540 0.4800 0.1557 0.1554
H 2.53098 1.75586 -7.29971 0.8502 -0.4795 1.2110
O -1.98226 -3.74798 6.31554 -1.0364 1.9539 0.3507
O 5.24700 1.26667 0.48458 0.1571 0.1852 0.7162
N 3.11876 0.03470 2.00919 -0.6780 1.4584 -0.2178
N 4.26437 -3.51572 1.60799 1.7337 -0.7149 -1.5397
H -5.73044 -1.43218 -0.78728 0.0217 0.1527 -0.0293
H 0.26988 1.89554 -6.37033 -0.2690 -0.2777 -0.3577
H 5.29430 -3.51465 1.75540 -1.2529 0.4153 0.4424
H -4.09157 4.40594 2.23462 -0.2057 0.7503 0.7205
H -1.20769 -4.61154 0.14652 -0.2343 0.0062 0.4318
H 0.76113 -5.69369 1.35493 -0.4223 -0.4378 0.1987
H -6.31971 2.54084 0.45317 -0.9073 0.1018 -0.1249
H -2.30504 -3.79604 3.95797 -0.4956 0.2294 -0.3276
H 0.31650 -0.92719 1.37326 -0.0113 -0.0055 -0.4321
H -0.57312 -0.51030 6.94557 0.0421 -0.5541 0.2856
H 0.50669 0.15812 -6.69731 -0.1747 1.0269 -0.9490
H -5.24732 -4.07899 -0.23364 0.7969 0.1860 0.2161
C 0.42211 1.17166 -7.19350 0.7003 0.0151 1.8588
C -2.35723 -0.35292 -3.72259 1.1710 0.2377 2.5859
H -1.12848 2.35086 -2.45034 0.1094 -0.0962 -0.1394
C 3.26715 -0.94583 -7.65682 0.5637 1.5342 0.4846
H -4.40299 -1.67095 5.73925 0.1017 -0.0291 0.1221
H -3.72017 -2.81065 3.95628 -0.3044 0.3489 -0.9967
H 1.49423 -3.44809 3.33138 0.6655 0.2183 -0.1828
H 7.04638 1.02259 -0.33360 0.0958 0.5949 0.1637
O -0.77504 4.38866 2.59926 0.8965 0.7124 -0.1334
H -2.48981 3.49300 4.58427 0.8351 0.7793 1.1499
N 1.71837 5.26969 -1.98978 1.2703 -1.5127 1.4083
H -2.83044 0.90428 -2.09457 -0.4203 -0.4163 -0.4709
C -2.94461 -5.04289 -3.99046 1.1128 -0.6191 -0.9575
H -3.40449 -2.00518 -1.62554 -0.9265 -0.4187 0.2355
N 1.49405 -2.52382 5.55850 -0.4450 0.2738 0.2878
C 3.46318 -0.09432 -1.80913 -3.1598 0.4634 -0.3156
C -4.27259 -3.52398 -2.84170 0.9567 0.0947 0.6336
N 1.50038 2.91333 -8.49416 -0.1920 0.8908 -0.6110
H -0.40916 1.24147 -7.88657 -0.2785 -0.2977 0.0083
H -0.48386 3.59601 -1.40379 0.1732 0.6084 0.0276
H 3.62865 2.71227 -2.63577 0.2362 -0.1435 0.1995
N -0.20283 -1.41409 6.67846 -0.5512 1.3616 -0.1690
C 3.52091 -3.32496 2.75969 -1.7809 -1.8828 -1.0026
H 4.03520 -0.29271 -8.13282 0.4076 -0.5968 1.0288
N 0.53385 -3.47293 -2.24330 0.9218 0.0387 0.3721
H 3.33993 4.10630 -3.60821 -0.2461 -0.1230 0.9363
H 2.48043 -2.64603 5.30744 -0.5542 0.2213 0.2168
O -0.93722 -4.27253 2.64977 0.6428 -1.1656 1.0716
N 0.32006 -6.10400 2.18295 -0.5409 -0.1846 1.8824
H 6.29369 2.55266 -0.76591 -0.0064 0.3569 0.1825
H -0.59375 7.13363 1.02830 -0.1168 -0.6250 0.4136
H 0.64020 2.94104 -9.03476 0.0541 0.0615 -0.0407
H 0.84036 5.24940 -1.46004 0.5856 0.0155 -0.5651
H -1.39199 7.20737 5.38749 0.1844 -0.5655 0.0048
O -4.00166 2.31279 0.00869 -0.8958 -1.5342 -1.2994
H -0.87288 -1.78105 0.63544 1.0174 1.2846 -0.2272
C 2.54418 4.10193 -1.64976 -2.0590 0.8727 -0.3052
H -1.51013 -3.92389 -1.46263 -0.8275 -0.6244 0.5330
H 1.43471 -3.03374 -2.18367 0.2889 0.4211 -0.6554
H 3.06001 -0.61668 -6.55742 0.6193 -0.7510 -1.7088
O -3.08272 5.82778 4.40171 -0.2438 0.2933 -0.3092
N -0.29401 -0.89122 0.54384 -2.4506 -0.4506 0.9088
H 2.81765 1.10709 -9.56071 0.6951 -0.9850 -0.3968
C 1.04578 -1.34298 6.17420 1.3398 -2.0009 -0.2913
C 3.24672 1.53761 1.88248 -0.7084 -1.7777 0.7254
N 2.01741 -0.13749 -1.67628 2.4551 0.0543 -1.0311
H -3.60663 -5.91264 -4.12351 -0.7813 0.5579 0.5043
H 0.88619 -3.34066 5.58051 0.3848 0.4141 -0.0131
H 3.58080 -2.01264 -7.74953 -0.5205 0.8301 0.2163
C -0.95179 2.62447 -1.40959 -1.0993 0.4932 -0.0251
O -0.16029 1.69351 -0.78165 0.5477 -1.0425 0.2642
H 1.62948 5.35600 -2.97912 -0.4981 0.2709 -0.4421
H -6.30536 3.81779 1.54936 0.0147 -0.0054 0.0137
N 1.12876 5.30620 1.69964 -0.7660 0.9344 0.4339
H -4.15453 0.29628 -3.05053 -0.0535 0.1605 -0.0374
C -1.26489 0.27083 0.84913 2.6804 -0.0856 2.7466
H 2.39988 3.11523 3.32826 -0.0139 0.0809 -0.4216
H 1.34985 5.84714 0.90240 0.8982 0.2630 -0.6044
H 5.34670 1.88492 2.42764 0.0313 -0.0732 0.6752
N -3.71912 3.90578 1.46686 -1.4060 0.4024 0.2708
C -2.12071 5.40432 5.03025 -0.6880 -0.0543 -1.0573
O 2.15342 -0.66765 -8.46175 -0.3671 -1.5162 -0.8360
H -5.75767 -1.54278 -2.45012 0.0475 -0.3477 1.0110
H 1.53278 0.71845 -1.93260 0.5643 -0.0222 0.2847
N -1.11248 6.22503 5.40634 0.7458 1.3882 1.0735
H -4.99911 -4.31286 -2.89884 -1.1165 0.0294 0.2291
N -3.18545 0.25543 -2.80162 1.1441 0.5996 0.5667
C -0.40382 1.52083 0.62395 0.2289 -0.2459 -0.9437
H 3.77582 -1.93302 -0.83986 -0.5623 -0.1428 0.2595
O -2.80880 -0.91500 -4.66136 -1.0217 -1.1403 -2.6953
H 5.11208 -1.14016 -1.47167 1.1002 0.2022 -0.0381
C -0.34545 -5.29722 3.08987 -0.8554 1.9902 -2.2896
H 3.44670 -0.27165 2.91091 0.2589 -0.1505 0.2110
N -3.63182 -2.02779 6.27758 1.1027 -1.1596 -1.1812
N -0.92041 -4.38910 -0.78319 0.2128 0.3184 -0.5924
H -2.65881 0.94701 2.44670 0.9261 -0.0164 0.0331
N 2.16970 -3.53324 2.57621 0.4252 0.2736 0.4592
H -1.18081 3.72483 5.72078 0.5127 -0.2393 -0.0940
O 2.40312 3.55264 -0.56061 0.6302 0.6089 -1.0776
H -0.67572 0.08078 -2.59332 0.3292 -0.1286 -0.0955
H 2.26469 3.13335 -9.14680 -0.4411 -0.0774 0.4128
H -0.19443 -2.84194 -2.56276 0.0936 -0.0795 0.1210
C -1.75817 0.28379 2.37758 -0.7563 0.4305 -1.3495
H 4.09240 -4.43796 1.20838 -0.5182 0.4348 -0.2897
H 4.60181 2.96149 1.25278 -0.0042 1.7335 0.0722
H 3.66305 -0.38263 1.28476 0.5438 -0.4754 -0.3707
H -0.39135 -0.65482 -4.12534 0.7545 -0.1279 -0.8007
H 0.58407 1.37163 1.01366 0.5142 -0.4644 0.5516
C 4.66086 1.96547 1.59702 0.2406 -0.3223 -1.0854
H 1.81662 -3.90053 1.71477 0.0066 0.3450 -0.6081
C 0.37094 -4.09457 -1.02334 -0.9223 0.2311 -0.3060
N -3.15521 -3.46884 4.43621 0.4851 0.9625 1.8888
H -2.73786 3.72539 1.52862 0.4087 -0.3396 -0.1524
N -1.00113 -0.47101 -3.37661 -1.8736 0.7936 1.2022
H -0.60012 -2.26355 6.99291 -0.6119 -0.6772 0.0306
H -0.52337 5.99467 6.20488 -0.2587 -0.0913 -0.4704
H -1.99405 -5.54432 -3.87320 0.6393 0.1255 -0.5273
H 7.05529 2.33907 0.85801 0.0390 0.3004 0.5716
H -2.17020 -0.67349 2.67682 0.2684 -0.5145 -0.0684
H -0.92294 -5.23327 5.12310 -0.0707 0.3548 -0.5405
C 2.01748 0.60884 -9.00868 -1.5793 0.3018 0.8135
N -5.94082 3.44685 0.68313 1.7462 -1.1262 -0.0187
H 1.89791 1.42882 3.56090 -0.7016 -0.0062 -0.2687
H -2.09360 0.31671 0.19997 -1.0098 -0.3829 -0.8613